No. 1
12
Properties=species:S:1:pos:R:3 method="wB97M-V/def2-TZVPD" smiles="C#CCONC=O" e_lumo_ev=0.8 e_homo_ev=-9.863 e_above_lowest_kj_mol=566.6
C 1.1663 1.7654 0.0720
C 1.3494 0.5731 -0.0566
C 1.3551 -0.9038 0.0818
O -0.0497 -1.2036 -0.4957
N -0.9494 -0.6909 0.3892
C -1.6495 0.1993 -0.2394
O -2.7710 0.5265 -0.0150
H 0.7673 2.7756 -0.1534
H 2.0118 -1.3730 -0.7418
H 1.5164 -0.9906 1.0702
H -1.5433 -1.3056 1.1520
H -1.2033 0.6276 -1.0633

***

No. 2
7
Properties=species:S:1:pos:R:3 method="wB97M-V/def2-TZVPD" e_lumo_ev="-3.4 / -3.4" e_homo_ev="-9.637 / -9.674" e_above_lowest_kj_mol=500.6
C 0.0222 0.0673 -0.6919
N -0.5184 0.6155 0.4735
F 1.5760 -0.2219 1.6372
I -1.7096 -0.3917 1.6276
H 1.1118 0.1797 -0.6031
H -0.2183 -0.9737 -0.9178
H -0.2636 0.7248 -1.5256

***

No. 3
20
Properties=species:S:1:pos:R:3 method="wB97M-V/def2-TZVPD" e_lumo_ev=-1.3 e_homo_ev=-10.018
C -1.5500 0.1973 0.2901
C -0.0508 -0.0199 -0.0263
N 2.2375 -1.0485 0.8416
N 0.8517 2.4951 -0.6295
N -2.1268 1.1595 1.2454
O 2.9743 -0.1796 0.6145
O 0.6085 2.8537 0.4369
O -0.6956 -1.3209 -2.3086
O 2.1488 -2.1193 1.2635
O 1.4675 3.0390 -1.4780
O -0.3887 -2.4504 -0.2039
O 1.5991 -1.5439 -1.3486
O 0.7330 -0.2265 0.9632
O 0.4812 1.1711 -1.0632
S 0.1908 -1.3667 -1.2044
H -1.9098 0.3876 -0.7448
H -1.8639 -0.7086 0.6065
H -0.9113 -3.0741 -0.7753
H -2.2968 0.7753 2.1808
H -1.4987 1.9798 1.3401

***

No. 4
111
Properties=species:S:1:pos:R:3 method="wB97M-V/def2-TZVPD" smiles="O=C(C[PH3]F)c1ccccc1.O=C1OC[C@@H](F)O1.O=C1OC[C@@H](F)O1.O=C1OC[C@@H](F)O1.O=C1OC[C@@H](F)O1.O=C1OC[C@@H](F)O1.O=C1OC[C@@H](F)O1.O=C1OC[C@@H](F)O1.O=C1OC[C@@H](F)O1.O=C1OC[C@@H](F)O1" e_lumo_ev=0.0 e_homo_ev=-9.260
O 2.7978 0.2797 2.1742
C 2.6826 0.5188 0.9814
C 3.9388 0.3709 0.0785
P 4.7729 2.0207 -0.4111
F 5.6277 3.4342 -0.9276
C 1.2635 0.9083 0.4865
C 0.4266 -0.0157 -0.2832
C -0.9215 0.4123 -0.6760
C -1.4326 1.7270 -0.3026
C -0.6025 2.6828 0.4419
C 0.7451 2.2428 0.8318
H 3.7394 -0.2997 -0.8229
H 4.6993 -0.1971 0.6930
H 3.5719 2.7620 -0.2319
H 5.1449 1.4003 -1.6440
H 5.7415 1.8754 0.6337
H 0.7940 -1.0305 -0.5447
H -1.5886 -0.2732 -1.2413
H -2.4710 2.0217 -0.5857
H -0.9871 3.6936 0.7204
H 1.3814 2.9616 1.4084
O -3.9017 -2.5428 -0.0107
C -3.5917 -2.0054 1.0023
O -2.3395 -1.5551 1.2743
C -2.4096 -0.8604 2.5155
C -3.6246 -1.4681 3.1498
F -4.2742 -0.5664 3.9375
O -4.4471 -1.7709 2.0407
H -2.5234 0.2104 2.3266
H -1.5073 -1.0180 3.1050
H -3.4266 -2.3791 3.7192
O 2.3879 7.1856 2.2743
C 3.5121 6.8797 2.0445
O 3.8895 6.0600 1.0253
C 5.3154 6.0523 1.0078
C 5.6549 6.4414 2.4154
F 6.8134 7.1435 2.4648
O 4.5881 7.3001 2.7735
H 5.6723 6.7784 0.2739
H 5.6989 5.0684 0.7428
H 5.7028 5.6039 3.1160
O -1.7857 -4.4081 2.3850
C -0.7956 -4.5959 1.7538
O 0.2814 -3.7677 1.7588
C 1.2967 -4.4082 0.9895
C 0.5012 -5.3270 0.1124
F 1.1954 -6.4579 -0.1708
O -0.6033 -5.6656 0.9289
H 1.9734 -4.9432 1.6580
H 1.8727 -3.6814 0.4176
H 0.1464 -4.8718 -0.8157
O -9.9407 -1.5570 5.9821
C -8.9467 -1.7422 5.3537
O -7.8703 -0.9135 5.3634
C -6.8490 -1.5509 4.5960
C -7.6414 -2.4696 3.7146
F -6.9476 -3.5970 3.4328
O -8.7510 -2.8100 4.5281
H -6.1744 -2.0896 5.2658
H -6.2755 -0.8266 4.0307
H -7.9930 -2.0126 2.7864
O 3.8951 -0.0494 -2.6911
C 3.8847 0.2086 -3.8537
O 2.8804 -0.1247 -4.7004
C 3.1806 0.4781 -5.9557
C 4.6673 0.6525 -5.8763
F 5.0716 1.7530 -6.5602
O 4.8865 0.8724 -4.4976
H 2.6499 1.4290 -6.0362
H 2.8783 -0.1634 -6.7824
H 5.2416 -0.2166 -6.2062
O -13.7728 -3.4916 1.0150
C -13.4692 -2.9565 2.0303
O -12.2182 -2.4984 2.3108
C -12.2998 -1.8082 3.5565
C -13.5139 -2.4248 4.1838
F -14.1676 -1.5332 4.9677
O -14.3287 -2.7292 3.0669
H -12.4205 -0.7382 3.3709
H -11.4001 -1.9618 4.1509
H -13.3140 -3.3364 4.7519
O 1.4091 2.7612 -3.9657
C 0.7296 3.1960 -4.8374
O 0.7038 4.5043 -5.2077
C -0.1253 4.5922 -6.3640
C -0.9865 3.3705 -6.2311
F -1.3269 2.8763 -7.4458
O -0.1288 2.4459 -5.5890
H 0.4983 4.5700 -7.2609
H -0.7049 5.5144 -6.3624
H -1.8859 3.5160 -5.6280
O 4.0349 -5.0618 2.8826
C 3.6236 -5.9780 3.5212
O 4.4111 -6.9529 4.0460
C 3.5717 -7.7822 4.8442
C 2.2187 -7.5340 4.2466
F 1.2463 -7.6276 5.1838
O 2.3025 -6.1877 3.8133
H 3.6336 -7.4653 5.8878
H 3.8732 -8.8265 4.7760
H 1.9753 -8.1779 3.3978
O 10.5932 4.5550 -6.1978
C 9.4189 4.4332 -6.0802
O 8.8198 3.4792 -5.3152
C 7.4210 3.7536 -5.3324
C 7.2656 4.5387 -6.6008
F 6.2661 5.4490 -6.4951
O 8.4966 5.2272 -6.7015
H 7.1535 4.3317 -4.4447
H 6.8411 2.8333 -5.3385
H 7.1127 3.9271 -7.4938

***

no.,energy (hartree)
1,-360.4536
2,-492.0075
3,-1318.4668
4,-4802.6741